A structure of composition C19H14Cl5N3O2Pd at a distorted geometry. Source: OMol25; level of theory: the ωB97M-V functional and the def2-TZVPD basis.

```
! RIJCOSX wB97M-V def2-TZVPD def2/J DEFGRID3
* xyz 2 5
Pd 0.0047 -0.1903 -0.3750
Cl 6.6511 2.6024 -1.5652
C 4.9751 2.3739 -1.2509
C 4.3894 1.1129 -1.4414
Cl 5.2855 -0.2387 -2.0232
C 3.0696 0.9203 -1.1277
Cl 2.3085 -0.5701 -1.4585
C 2.2052 1.9136 -0.5852
O 0.9798 1.7161 -0.3034
C 2.8583 3.1942 -0.3942
Cl 1.9193 4.4918 0.1728
C 4.1762 3.4290 -0.7704
Cl 4.9088 4.9494 -0.5558
C -2.9886 2.6286 0.6720
C -4.1227 1.9617 0.2367
C -4.0553 0.6752 -0.3261
C -2.7908 0.0877 -0.4526
N -1.7316 0.8109 -0.0864
C -1.7739 2.0407 0.4569
C -2.5310 -1.2717 -0.9778
C -3.5091 -2.2617 -1.1657
C -3.1178 -3.5075 -1.6526
C -1.8024 -3.7329 -2.0562
C -0.8739 -2.7367 -1.8391
N -1.2452 -1.5418 -1.3153
H -3.0706 3.5985 1.1504
H -5.0846 2.4592 0.3556
H -4.9761 0.1052 -0.5353
H -0.8227 2.5004 0.7060
H -4.5341 -2.0844 -0.7917
H -3.9033 -4.2776 -1.7970
H -1.5055 -4.6598 -2.5413
H 0.1659 -2.8721 -2.0886
N 1.1624 -0.5335 4.0186
C 0.8438 -0.3907 2.7018
O 0.2160 0.5689 2.2559
C 1.3089 -1.6350 1.8898
C 0.3839 -1.9610 0.7690
H 1.0227 0.3005 4.5745
H 1.7899 -1.2867 4.2709
H 1.3932 -2.4385 2.6318
H 2.3312 -1.4279 1.5059
H -0.6657 -2.1163 1.0402
H 0.7556 -2.7059 0.0678
*
```

Computed properties:
Highest occupied orbital energy (spin up / spin down) = -14.15 / -15.03 eV
LUMO energy (spin up / spin down) = -6.297 / -9.130 eV
ΔE to the lowest compared entry with this formula, charge and spin = 0.0 kJ/mol
HOMO-LUMO gap (spin up / spin down) = 7.86 / 5.90 eV